Entry 1:
DFT (ωB97M-V with the def2-TZVPD basis set) results for the ion C5H11N4O with charge +1.

```
! wB97M-V def2-TZVPD RIJCOSX def2/J DEFGRID3
* xyz 1 1
C 0.36 -1.34 -1.09
C 0.10 -0.05 -1.09
C -0.03 -1.95 1.34
C -0.21 2.15 -1.98
C -0.07 0.38 1.26
N 0.09 -2.22 -0.08
N 0.47 1.05 -1.73
N -0.81 -0.76 1.46
N -0.62 1.57 1.02
O 1.10 0.37 1.89
H 0.55 -1.89 -1.99
H -0.72 -2.68 1.69
H 0.88 -1.93 2.06
H 0.32 3.06 -2.14
H -1.22 2.06 -2.30
H 0.02 -3.20 -0.31
H 1.39 1.06 -1.99
H -1.59 -0.84 0.85
H -0.09 2.36 0.58
H -1.53 1.63 0.59
H 1.61 1.20 1.96
*
```

The HOMO-LUMO gap (spin up / spin down) is 7.27 / 7.28 eV. The calculation puts the molecular weight at 143.170 g mol⁻¹. The calculation puts the relative energy (zero: lowest compared OMol25 entry of this formula, charge and spin) at 5.2311 eV.

=====

Entry 2:
DFT (ωB97M-V with the def2-TZVPD basis set) results for the ion C4H6BrN2O with charge +1.

```
! wB97M-V def2-TZVPD RIJCOSX def2/J DEFGRID3
* xyz 1 1
C -2.04 -0.25 0.69
C -1.11 0.90 0.35
C 0.01 -1.29 -0.01
C 1.44 0.79 -0.10
N -1.20 -1.45 0.46
N -1.22 2.13 0.46
O 0.10 0.11 -0.16
Br -3.63 -0.40 -0.60
H -2.42 -0.02 1.75
H 1.98 0.18 0.57
H 1.26 1.88 0.14
H 1.88 0.66 -1.12
H -1.71 -2.35 0.48
H -0.41 2.64 -0.11
*
```

The HOMO-LUMO gap is 9.87 eV. The calculation puts the molecular weight at 178.009 g mol⁻¹. The calculation puts the relative energy (zero: lowest compared OMol25 entry of this formula, charge and spin) at 3.4116 eV.

=====

Entry 3:
DFT (ωB97M-V with the def2-TZVPD basis set) results for an isolated molecule of C4H8O.

```
! wB97M-V def2-TZVPD RIJCOSX def2/J DEFGRID3
* xyz 0 1
C 1.14 0.78 0.62
C -0.02 0.41 -0.30
C -1.09 -0.51 0.54
C 0.19 -0.64 -1.31
O -0.71 1.35 -0.87
H 1.63 -0.10 1.06
H 1.88 1.34 0.04
H 0.77 1.43 1.42
H -0.60 -1.38 0.99
H -1.95 -0.80 -0.06
H -1.42 0.18 1.31
H 0.03 -0.36 -2.35
H 0.16 -1.71 -1.09
*
```

The HOMO-LUMO gap (spin up / spin down) is 9.33 / 7.43 eV. The calculation puts the molecular weight at 72.107 g mol⁻¹. The calculation puts the relative energy (zero: lowest compared OMol25 entry of this formula, charge and spin) at 4.1334 eV.

=====

Entry 4:
DFT (ωB97M-V with the def2-TZVPD basis set) results for the ion C7H15NO2PS2 with charge +1.

```
! wB97M-V def2-TZVPD RIJCOSX def2/J DEFGRID3
* xyz 1 1
C -1.59 -0.05 1.49
C 2.75 0.17 -0.93
C 2.59 1.28 0.10
C 1.32 0.03 -1.27
C 1.44 0.69 1.02
C 0.63 -0.27 0.07
C -0.86 0.21 0.12
N -1.62 0.82 2.45
O -2.21 -1.12 1.53
O -1.44 -0.23 -2.43
P -1.92 -0.79 -1.01
S -3.93 -0.34 -0.83
S -1.41 -2.75 -1.17
H 3.48 0.43 -1.77
H 3.08 -0.75 -0.42
H 3.52 1.49 0.76
H 2.20 2.25 -0.26
H 0.94 0.97 -1.76
H 1.24 -0.83 -1.98
H 2.04 0.20 1.92
H 0.75 1.37 1.57
H 0.73 -1.32 0.29
H -0.96 1.36 -0.15
H -1.12 1.68 2.43
H -2.03 0.64 3.35
H -1.93 -0.52 -3.28
H -4.00 -1.18 0.24
H -1.69 -3.45 -0.08
*
```

The HOMO-LUMO gap is 10.44 eV. The calculation puts the molecular weight at 240.310 g mol⁻¹. The calculation puts the relative energy (zero: lowest compared OMol25 entry of this formula, charge and spin) at 0.0301 eV.

=====

Entry 5:
DFT (ωB97M-V with the def2-TZVPD basis set) results for a structure of composition C14H27GdN2S.

```
! wB97M-V def2-TZVPD RIJCOSX def2/J DEFGRID3
* xyz 2 8
C -1.61 1.81 -1.74
H -2.18 2.72 -1.97
H -0.55 2.11 -1.73
H -1.95 1.54 -0.70
C -1.89 0.71 -2.76
H -1.10 -0.07 -2.74
H -2.82 0.20 -2.47
C -2.06 1.19 -4.21
H -2.32 0.36 -4.86
H -2.86 1.93 -4.32
H -1.13 1.65 -4.58
C 1.49 -1.03 1.17
C 1.68 -1.42 -0.20
C 1.98 -0.25 -0.96
C 1.95 0.88 -0.08
C 1.66 0.41 1.24
C 1.59 1.24 2.47
C 2.35 2.25 -0.48
C 2.42 -0.19 -2.38
C 1.62 -2.81 -0.74
C 1.21 -1.94 2.31
Gd -0.31 -0.05 -0.03
H 2.15 2.98 0.31
H 3.43 2.32 -0.72
H 1.81 2.59 -1.38
H 1.53 2.30 2.21
H 0.71 0.96 3.07
H 2.51 1.08 3.07
H 0.66 -2.83 1.98
H 2.15 -2.30 2.74
H 0.65 -1.45 3.12
H 1.47 -2.79 -1.83
H 2.57 -3.33 -0.53
H 0.80 -3.37 -0.26
H 1.90 0.60 -2.94
H 3.50 0.01 -2.46
H 2.21 -1.14 -2.89
N -3.97 -1.34 2.55
C -2.90 -0.65 3.02
N -2.51 -0.88 4.29
S -2.07 0.50 2.04
H -4.62 -1.81 3.17
H -4.25 -1.17 1.59
H -1.75 -0.30 4.64
H -3.15 -1.25 4.99
*
```

Its expectation value of S² is 15.7943. The HOMO-LUMO gap (spin up / spin down) is 7.21 / 5.71 eV. The calculation puts the molecular weight at 412.701 g mol⁻¹.

=====

Entry 6:
DFT (ωB97M-V with the def2-TZVPD basis set) results for a structure of composition C21H21BN4O3RhS2.

```
! wB97M-V def2-TZVPD RIJCOSX def2/J DEFGRID3
* xyz 1 1
Rh 0.28 -0.39 0.56
C -1.13 3.37 1.66
C -1.02 2.04 1.00
N 0.16 1.56 0.69
N 1.20 2.37 0.82
C 2.35 1.85 0.46
N 3.45 2.61 0.57
S 2.51 0.27 -0.27
C -2.14 1.24 0.60
C -3.47 1.61 0.83
C -4.49 0.80 0.39
C -4.19 -0.36 -0.31
C -2.85 -0.67 -0.50
N -1.86 0.09 -0.05
H -0.20 3.60 2.17
H -1.95 3.39 2.37
H -1.30 4.16 0.92
H 3.38 3.47 1.08
H 4.35 2.20 0.40
H -3.68 2.54 1.35
H -5.53 1.06 0.58
H -4.96 -1.01 -0.69
H -2.57 -1.57 -1.04
C 0.10 -4.94 -0.24
S -0.39 -3.23 -0.49
O 0.23 -2.50 0.70
C 0.69 -2.83 -1.86
C 2.06 -2.77 -1.66
C 2.88 -2.47 -2.73
C 2.33 -2.23 -3.98
C 0.95 -2.27 -4.17
C 0.12 -2.57 -3.10
H 1.18 -5.02 -0.19
H -0.30 -5.52 -1.07
H -0.35 -5.28 0.70
H 2.48 -2.94 -0.67
H 3.95 -2.42 -2.59
H 2.97 -2.00 -4.82
H 0.52 -2.06 -5.14
H -0.96 -2.61 -3.22
O 1.27 0.27 3.40
B 0.36 -0.35 2.58
O -0.71 -0.86 3.29
C -0.45 -0.56 4.61
C -1.20 -0.83 5.73
C -0.68 -0.38 6.94
C 0.52 0.31 7.01
C 1.28 0.58 5.87
C 0.76 0.13 4.68
H -2.13 -1.37 5.66
H -1.24 -0.57 7.85
H 0.88 0.64 7.97
H 2.21 1.11 5.92
*
```

The HOMO-LUMO gap (spin up / spin down) is 6.92 / 6.93 eV. The calculation puts the molecular weight at 555.276 g mol⁻¹. The calculation puts the relative energy (zero: lowest compared OMol25 entry of this formula, charge and spin) at 1.7080 eV.